Record 1
Computed, not measured: a molecular structure, C22H34N2O3P2PbS2 in a non-equilibrium geometry, with the ωB97M-V functional and the def2-TZVPD basis.

Total energy ... -2865.654103 Eh
HOMO-LUMO gap (spin up / spin down) ... 5.62 / 6.71 eV

The geometry in XYZ format:
```
66
Properties=species:S:1:pos:R:3:forces:R:3:nbo_charge:R:1
Pb 0.262558 -0.623400 -0.365658 -3.1977 0.6808 -1.5547 0.98
S 0.171406 2.104118 0.730619 0.5919 -0.3366 -0.6669 -0.25
S -2.107810 1.607150 4.124555 0.0934 -0.2677 -0.1982 2.28
P 3.096169 -0.525674 -1.088435 1.3340 0.6879 -0.8324 0.98
P -2.574477 0.112383 -0.732326 -0.9356 0.2196 0.4958 0.88
O -2.351213 2.812783 4.877418 0.2164 -0.5250 -0.5334 -0.91
O -2.553873 -3.370234 0.755024 3.0500 -1.3519 1.7794 -0.54
O -3.104940 0.556977 4.174116 0.6546 0.5975 -0.0502 -0.92
N -1.705573 1.915147 2.546358 0.9004 0.8293 -0.1388 -0.76
N -0.154137 0.180736 -2.576520 0.6131 -1.1759 2.2308 -0.77
C -1.451857 -3.610928 1.305881 -1.3156 2.6536 -1.6371 0.60
C -3.555894 0.243367 0.816808 0.2997 0.0604 0.0645 -0.95
C 3.962560 -1.795543 -2.129245 0.1957 -0.5216 -0.1170 -0.94
C 4.294000 -0.206376 0.250496 0.1424 -0.1671 0.0885 -0.96
C -3.665053 -1.063786 -1.623571 0.3226 -0.0425 -0.0805 -0.94
C -3.155283 1.684066 -1.487368 0.3679 -0.1834 -0.0997 -0.94
C 1.869373 -0.472939 4.434135 -0.3680 0.2381 0.2872 -0.20
C -0.919881 -2.796972 2.505899 0.2584 0.2488 -0.2365 -0.73
C 0.116075 1.747833 -5.766011 0.0117 0.0884 0.3636 -0.24
C 1.056249 -0.487230 5.579535 0.2159 -0.1095 -0.2201 -0.20
C -0.085610 2.630638 -3.022770 0.1305 -0.9086 -0.0645 -0.23
C -0.030487 0.793797 -4.778276 -0.3431 0.9036 0.5626 -0.19
C 0.058536 3.579159 -4.019760 -0.1409 -0.5237 -0.3388 -0.22
C -0.508568 0.927379 4.468109 0.3570 -0.9476 0.2726 -0.31
C 0.139158 3.123153 -5.372325 0.2755 0.0432 -0.1872 -0.20
C 1.494931 0.278889 3.319187 -0.0231 0.2269 -0.3776 -0.21
C -0.259511 -4.289294 0.657118 -0.1882 -0.8357 0.2592 -0.72
C 3.270601 0.968049 -2.155283 -0.3166 0.1599 0.1010 -0.94
C 0.278339 0.957807 3.307529 0.2244 -0.4930 1.7692 -0.05
C -0.101586 1.211026 -3.374783 0.1692 0.1876 -0.8825 0.08
C -0.149586 0.215355 5.602789 -0.0228 0.2197 -0.0857 -0.18
C -0.437286 1.668204 2.243327 -2.4711 0.2741 0.4279 0.09
H 5.317106 -0.133893 -0.130666 -0.1112 -0.0097 0.1016 0.24
H 0.211318 1.396530 -6.819243 -0.1298 0.7611 0.8337 0.22
H -1.242428 -3.174212 3.479788 -0.0717 0.1355 -0.1311 0.25
H -4.256650 1.660777 -1.415880 0.4298 0.2460 -0.1361 0.22
H 1.365438 -1.068593 6.448105 -0.0956 0.1424 -0.2116 0.22
H -2.732158 2.525980 -0.917757 -0.2392 -0.2205 -0.2525 0.25
H -4.608241 0.325856 0.510654 0.1760 -0.0612 0.3284 0.21
H 0.401867 -4.648825 1.461996 -0.1872 -0.0934 -0.4647 0.22
H 2.795026 -1.048190 4.417484 -0.2030 0.2088 0.0368 0.22
H -2.820750 1.726077 -2.534669 -0.2214 0.1519 0.3138 0.24
H -0.821468 0.203960 6.466579 0.3400 -0.0766 -0.2737 0.24
H 2.133074 0.353754 2.440349 -0.0633 -0.1440 0.1237 0.22
H 1.983550 -0.155098 0.176420 1.4022 0.6865 0.0495 -0.18
H 0.104076 4.658808 -3.742939 -0.1071 -1.0006 -0.5438 0.22
H -3.392244 -0.645566 1.441154 -0.2256 0.2217 -0.1026 0.24
H 3.706657 -2.796403 -1.752474 0.1616 0.2417 -0.1339 0.24
H 2.726318 1.801279 -1.686275 0.1862 -0.1702 -0.1464 0.26
H -0.477055 -5.082140 -0.049254 -0.2339 -0.0840 -0.0653 0.24
H 3.624532 -1.734995 -3.177752 0.0028 0.0766 0.4935 0.25
H 4.004519 0.726491 0.751105 0.1265 -0.1983 -0.1322 0.25
H -1.154390 -1.726987 2.397352 -0.6050 -0.3803 0.1684 0.24
H -0.130893 -0.293427 -4.912484 0.1924 0.6858 -0.2308 0.23
H 0.187462 -2.798939 2.462193 -0.5404 -0.2947 0.2679 0.21
H 2.814607 0.788941 -3.143833 0.1384 -0.0160 0.4563 0.26
H -4.696532 -0.793349 -1.364680 0.1456 -0.1959 -0.2200 0.22
H -3.446493 -2.086171 -1.289883 -0.1600 0.2078 -0.1668 0.25
H -3.232658 1.136391 1.380252 -0.3286 -0.5461 -0.3763 0.28
H -3.497813 -0.960309 -2.702477 -0.0740 -0.1831 0.2004 0.23
H -0.222188 2.859674 -1.956139 0.1940 0.0849 -0.5502 0.23
H 0.295492 -3.507027 0.123411 -0.1694 -0.0450 0.1336 0.23
H 0.244743 3.865194 -6.159408 -0.0127 -0.0418 0.1215 0.21
H 5.063191 -1.678680 -2.099509 -0.4931 0.0553 0.0315 0.24
H 4.331708 1.251985 -2.287501 -0.4422 -0.2487 0.1663 0.24
H 4.223967 -1.024540 0.979410 0.1171 0.1741 -0.0893 0.24
```
Forces are in eV/Å.

Record 2
Computed, not measured: a single C22H34N2O5 molecule, with the ωB97M-V functional and the def2-TZVPD basis.

SMILES ... CCc1ccccc1OCCC(=O)N(C)C[C@H](C)NC(=O)COC[C@@H]1CCOC1
Energy above the lowest of the compared OMol25 structures with the same formula, charge and spin ... 0.263 eV
Total energy ... -1344.424386 Eh
HOMO-LUMO gap ... 9.09 eV

The geometry in XYZ format:
```
63
Properties=species:S:1:pos:R:3:forces:R:3:nbo_charge:R:1
O -0.791509 -3.140799 -3.399136 0.0109 0.1410 0.0222 -0.52
O 0.289611 3.715183 3.847821 0.0028 0.0070 -0.0033 -0.52
O -0.294307 1.319450 2.590495 0.0051 0.0210 -0.0062 -0.63
O 2.062726 -1.457176 -2.025899 -0.0100 -0.0049 0.0364 -0.63
O 3.338483 3.796333 6.709191 0.0011 -0.0004 0.0085 -0.54
N 0.456270 2.078161 0.600755 -0.0290 0.0119 0.0179 -0.62
N 0.899330 -1.547049 -0.093471 -0.0573 -0.0019 0.0822 -0.45
C 1.179052 3.223263 6.007517 0.0290 -0.0196 0.0083 -0.26
C -3.205722 -2.997911 -3.190104 -0.0023 -0.0066 0.0136 -0.31
C -2.026785 -2.860650 -3.909823 -0.0249 0.0088 0.0019 0.37
C -2.040363 -2.414014 -5.237593 0.0128 0.0095 -0.0363 -0.08
C -0.754967 -2.290234 -6.011506 0.0027 -0.0113 0.0102 -0.42
C 0.088054 1.069246 -1.587128 0.0291 0.0288 -0.0178 -0.62
C 2.409222 2.721103 6.752413 -0.0156 -0.0002 0.0052 -0.06
C 0.148831 2.228194 1.913121 0.0029 -0.0294 0.0040 0.65
C 1.294161 -0.192443 0.257563 -0.0137 -0.0313 -0.0279 -0.23
C 0.376111 3.639347 2.460488 -0.0016 0.0019 -0.0055 -0.15
C -4.421051 -2.691256 -3.794705 0.0104 -0.0024 0.0107 -0.20
C -3.265910 -2.117100 -5.810446 -0.0053 -0.0060 0.0252 -0.18
C 0.080536 -2.224292 0.896269 0.0151 0.0049 0.0118 -0.41
C 1.385911 3.101926 4.509887 -0.0163 -0.0104 0.0095 -0.07
C 2.616501 5.030667 6.673166 -0.0030 0.0079 -0.0049 -0.07
C 1.323866 -2.076320 -1.276202 0.1020 0.0268 -0.2263 0.69
C 0.798208 -3.445189 -1.671813 -0.0705 0.0343 0.1924 -0.52
C 1.135297 4.679029 6.479933 -0.0052 -0.0099 -0.0067 -0.44
C -0.690090 -3.408188 -2.013310 0.0215 -0.1885 -0.0604 -0.06
C 0.200855 0.824151 -0.093488 0.0067 -0.0104 -0.0046 -0.05
C -4.456839 -2.250865 -5.103446 -0.0075 0.0084 -0.0228 -0.24
C -0.240784 -3.644021 -6.505383 0.0027 0.0108 0.0032 -0.60
H 2.787360 5.582077 7.601076 0.0037 -0.0011 -0.0029 0.18
H 0.634587 5.325539 5.761914 0.0079 0.0154 0.0061 0.23
H -1.163614 -4.369545 -1.785028 -0.0037 0.0011 -0.0074 0.18
H 2.157599 2.470021 7.789982 -0.0044 -0.0011 -0.0042 0.17
H 0.598580 4.743531 7.426910 -0.0031 0.0050 -0.0009 0.21
H -3.193895 -3.346120 -2.166997 -0.0067 -0.0011 -0.0090 0.21
H 3.014626 5.625055 5.847962 -0.0013 -0.0039 -0.0020 0.17
H -1.213484 -2.631834 -1.445379 0.0080 -0.0058 -0.0075 0.18
H 0.986150 -4.177041 -0.885839 -0.0021 0.0028 0.0120 0.22
H -0.406325 4.283092 2.051906 0.0081 0.0015 0.0051 0.21
H -0.922359 -1.628116 -6.863277 -0.0034 0.0040 0.0020 0.20
H -3.285769 -1.765433 -6.835770 -0.0004 0.0005 -0.0014 0.21
H 1.445810 2.045930 4.229953 0.0140 0.0079 0.0014 0.19
H -0.060766 -4.315546 -5.666042 0.0020 -0.0032 -0.0005 0.21
H 2.881039 1.852179 6.290860 0.0010 0.0052 -0.0044 0.19
H 0.820671 2.859164 0.081063 0.0116 -0.0063 -0.0050 0.40
H -0.748502 0.445290 0.292891 -0.0071 -0.0039 -0.0077 0.21
H 1.352551 -3.751392 -2.555331 0.0040 -0.0018 0.0024 0.26
H -0.176419 -3.229884 0.582685 0.0040 -0.0098 -0.0065 0.21
H -5.336314 -2.801606 -3.227659 -0.0042 0.0015 -0.0056 0.21
H 1.470745 -0.157965 1.333572 0.0062 0.0030 -0.0035 0.21
H -0.968649 -4.115991 -7.167366 -0.0001 -0.0009 0.0004 0.20
H 0.277514 2.676344 6.285743 -0.0015 -0.0011 -0.0028 0.22
H 0.694664 -3.527579 -7.054022 -0.0008 -0.0044 -0.0015 0.21
H 1.344603 4.013978 2.096698 -0.0035 0.0025 0.0035 0.17
H -0.092428 0.136692 -2.119011 -0.0173 -0.0048 0.0071 0.23
H 2.215115 0.050395 -0.270382 0.0011 0.0085 0.0045 0.23
H 2.321470 3.597840 4.213923 -0.0052 0.0064 -0.0095 0.17
H -0.845774 -1.675623 1.080906 0.0050 0.0041 -0.0070 0.21
H 0.619123 -2.288259 1.844461 0.0048 -0.0092 0.0000 0.20
H -5.399226 -2.008399 -5.576173 -0.0020 -0.0026 0.0058 0.21
H 0.005186 -1.824006 -5.381826 0.0003 -0.0002 -0.0024 0.22
H 1.020252 1.480130 -1.982213 -0.0048 0.0080 0.0020 0.21
H -0.728788 1.758533 -1.805335 -0.0028 -0.0056 -0.0012 0.21
```
Forces are in eV/Å.

> What is the formula in the second record?

C22H34N2O5

> Among the records above, which one has the highest total energy?

C22H34N2O5

> Among the records above, which one has the highest total energy?

C22H34N2O5

> Which value of total energy does entry 1 give?

-2865.654103 Eh